No. 1
A structure of composition C31H46N3O3P at a distorted geometry. Source: OMol25; level of theory: wB97M-V/def2-TZVPD.

Geometry as XYZ:
```
84
Properties=species:S:1:pos:R:3:forces:R:3
C -4.625 0.949 3.766 -0.215 0.010 0.143
C -4.152 0.441 2.394 0.721 0.455 -0.207
C -4.248 -1.082 2.426 -0.087 -0.241 -0.063
C -5.061 0.982 1.301 -0.240 0.020 -0.221
C -2.712 0.922 2.044 0.654 -0.170 -0.184
C -1.718 0.081 1.606 -0.050 0.030 0.655
C -0.360 0.519 1.505 0.291 -0.445 -0.776
C 0.710 -0.514 1.444 -1.890 -0.054 1.239
C 2.044 -0.136 1.997 1.113 0.428 0.709
C 2.255 0.802 3.050 -0.816 -0.027 -0.140
C 3.535 1.174 3.437 -0.007 -0.094 0.073
C 4.644 0.674 2.743 -1.842 -0.224 -0.646
N 5.875 1.372 2.785 2.221 1.863 0.796
O 6.858 0.923 2.145 -1.995 1.204 1.549
O 5.846 2.448 3.455 0.923 -2.510 -1.736
C 4.454 -0.329 1.817 0.214 -0.381 0.148
C 3.183 -0.793 1.531 -0.350 0.065 0.367
C -0.056 1.933 1.493 -0.238 -0.078 0.168
C -0.942 2.837 2.069 -0.291 -0.903 -0.114
C -0.620 4.261 2.603 -0.234 -0.089 -0.393
C -1.230 5.287 1.632 0.133 0.114 -0.093
C 0.885 4.492 2.726 0.249 0.132 -0.058
C -1.201 4.547 4.013 -0.214 -0.036 0.077
C -2.336 2.343 2.211 -1.292 0.716 1.820
O -3.244 3.133 2.605 0.936 -0.399 -0.922
H -4.673 2.034 3.802 0.152 -0.098 0.007
H -5.638 0.569 3.953 0.127 -0.052 -0.061
H -3.988 0.586 4.581 0.025 0.056 -0.142
H -4.143 -1.508 1.409 0.143 -0.004 0.498
H -3.500 -1.485 3.127 -0.132 -0.103 -0.379
H -5.241 -1.384 2.806 0.357 0.175 -0.231
H -4.691 0.652 0.319 -0.184 0.117 0.155
H -6.082 0.613 1.438 -0.030 0.051 -0.054
H -5.061 2.072 1.343 -0.042 -0.048 -0.125
H -1.949 -0.967 1.313 0.430 1.051 1.585
H 0.398 -1.516 1.923 0.106 1.384 -0.647
H 1.384 1.268 3.562 0.766 -0.458 -0.517
H 3.706 1.855 4.265 -0.184 0.067 -0.307
H 5.307 -0.754 1.319 0.267 -0.040 -0.084
H 3.040 -1.699 0.961 0.178 0.413 -0.136
H 0.862 2.232 0.934 -0.276 -0.054 1.314
H -2.315 5.153 1.605 0.173 0.030 -0.092
H -1.010 6.312 1.963 -0.018 -0.170 -0.054
H -0.811 5.151 0.624 -0.164 0.066 0.222
H 1.368 3.745 3.382 -0.187 0.218 -0.335
H 1.369 4.487 1.741 0.072 -0.058 0.225
H 1.047 5.483 3.187 0.018 -0.382 -0.288
H -0.775 3.894 4.787 -0.100 -0.027 -0.241
H -0.949 5.580 4.306 0.079 -0.273 -0.228
H -2.290 4.469 4.021 0.261 -0.136 0.034
C -2.423 -4.257 0.200 -0.060 -0.020 0.314
C -1.524 -3.446 -0.725 0.056 -0.176 -0.304
C -1.441 -4.161 -2.092 0.057 -0.240 -0.353
C -2.031 -2.018 -0.908 -0.171 0.329 0.011
N -0.132 -3.338 -0.112 0.160 0.048 -1.024
P 0.874 -2.215 -0.918 0.354 -0.946 0.713
H 0.766 -0.895 0.319 0.638 -0.011 -0.115
N 2.281 -3.025 -0.385 -0.333 -0.643 -1.234
C 3.526 -2.833 -1.257 -0.169 -0.194 -0.236
C 4.741 -3.290 -0.461 0.227 -0.084 0.160
C 3.619 -1.353 -1.645 0.035 0.518 0.141
C 3.409 -3.675 -2.549 0.020 -0.206 -0.398
C 1.964 -4.232 0.291 -0.678 -0.400 0.382
C 0.607 -4.405 0.444 0.775 -0.269 0.297
H -2.507 -3.777 1.182 -0.003 -0.046 -0.138
H -3.444 -4.376 -0.208 0.561 0.114 0.045
H -1.988 -5.255 0.342 -0.278 0.144 -0.039
H -0.667 -3.744 -2.762 -0.318 0.078 0.370
H -1.188 -5.219 -1.952 -0.050 0.137 0.016
H -2.405 -4.122 -2.644 0.479 0.058 0.496
H -1.354 -1.386 -1.506 -0.287 -0.335 -0.067
H -3.016 -1.995 -1.386 0.195 -0.166 -0.025
H -2.125 -1.495 0.045 -0.112 -0.548 -0.755
H 4.619 -4.347 -0.194 0.228 0.193 -0.071
H 5.682 -3.185 -1.030 -0.523 -0.027 0.085
H 4.849 -2.715 0.463 -0.009 -0.118 -0.120
H 2.682 -0.981 -2.098 0.470 -0.212 -0.079
H 3.823 -0.696 -0.792 -0.069 -0.293 -0.150
H 4.443 -1.189 -2.352 -0.303 -0.222 0.048
H 2.458 -3.519 -3.088 0.273 0.177 0.325
H 4.224 -3.436 -3.269 -0.433 -0.077 0.637
H 3.467 -4.749 -2.333 0.020 0.173 0.070
H 2.759 -4.914 0.695 -1.008 0.962 -0.516
H 0.098 -5.238 1.007 0.724 1.190 -0.795
```
Positions in Å, forces in eV/Å.

Summary:
HOMO-LUMO gap: 4.368 eV
Net charge: 0
LUMO energy: -1.59 eV

No. 2
A structure of composition C29H29ClFeN4O2PS2 at a distorted geometry. Source: OMol25; level of theory: wB97M-V/def2-TZVPD.

Geometry as XYZ:
```
69
Properties=species:S:1:pos:R:3:forces:R:3
Fe 0.031 -0.572 -0.100 0.177 -0.081 -0.092
S -6.358 -5.443 -0.810 0.883 0.671 0.088
N -6.221 -3.850 -0.967 -0.369 0.679 -0.132
C -4.955 -3.501 -0.771 -0.241 -1.339 0.050
C -4.407 -2.182 -0.801 0.542 0.692 0.085
C -5.191 -1.053 -1.064 0.278 0.107 0.060
C -4.597 0.188 -1.008 0.036 -0.235 0.066
C -3.244 0.267 -0.684 -0.236 0.409 -0.085
N -2.479 -0.789 -0.471 1.398 0.161 0.152
C -3.027 -2.016 -0.537 -0.810 0.133 -0.151
C -2.172 -3.170 -0.334 -0.062 -0.824 0.018
N -0.846 -2.978 -0.214 0.433 1.204 0.200
C -0.063 -4.026 -0.026 0.200 -0.285 0.040
C -0.528 -5.334 0.073 -0.165 0.142 -0.018
C -1.878 -5.561 -0.059 0.127 0.237 -0.073
C -2.724 -4.472 -0.287 0.813 0.302 0.117
C -4.129 -4.625 -0.491 -1.356 0.093 -0.268
N -4.816 -5.760 -0.490 0.504 -0.591 0.160
H -6.237 -1.187 -1.299 -0.064 0.035 0.010
H -5.153 1.091 -1.198 -0.058 0.095 -0.006
H -2.752 1.231 -0.604 -0.226 -0.102 -0.058
H 0.995 -3.823 0.040 -0.004 -0.050 0.009
H 0.165 -6.141 0.244 0.094 -0.081 -0.006
H -2.299 -6.552 -0.010 -0.061 -0.136 0.019
C 3.745 -3.572 0.577 -0.600 0.325 -0.355
S 2.839 -2.060 0.019 0.374 -0.347 1.460
O 3.821 -1.247 -0.690 0.514 0.301 -0.678
C 2.635 -1.333 1.686 -0.219 -0.329 -0.408
C 1.372 -1.353 2.273 0.107 0.034 -0.293
C 1.194 -0.775 3.521 -0.107 0.134 0.088
C 2.266 -0.171 4.163 -0.206 -0.043 0.018
C 3.518 -0.153 3.570 -0.055 -0.014 -0.092
C 3.705 -0.734 2.325 0.003 -0.168 -0.115
H 4.690 -3.271 1.017 -0.006 0.265 0.055
H 3.938 -4.197 -0.290 -0.069 0.022 -0.169
H 3.133 -4.100 1.298 -0.085 -0.102 0.159
H 0.547 -1.903 1.808 -0.012 -0.138 0.040
H 0.226 -0.810 3.999 -0.086 0.016 0.058
H 2.116 0.271 5.134 0.022 0.060 0.128
H 4.352 0.307 4.077 0.079 0.036 0.059
H 4.676 -0.736 1.856 0.141 0.022 -0.110
C 2.303 3.274 1.136 0.119 -0.472 -0.500
P 2.640 2.137 -0.252 0.527 0.992 -0.034
C 2.329 2.998 -1.839 0.218 -0.271 0.526
C 4.402 1.710 -0.143 -0.638 0.128 -0.083
O 1.769 0.907 -0.129 -2.036 -2.114 0.143
H 2.811 4.222 0.984 0.091 0.130 -0.027
H 2.665 2.816 2.055 0.028 -0.047 0.024
H 1.234 3.447 1.227 -0.117 0.061 -0.085
H 1.979 4.016 -1.681 -0.007 0.051 0.071
H 1.571 2.448 -2.391 -0.029 -0.054 -0.021
H 3.242 3.021 -2.428 0.075 0.020 -0.040
H 5.022 2.524 -0.505 0.008 0.155 -0.074
H 4.570 0.806 -0.723 0.045 0.045 -0.041
H 4.649 1.520 0.898 0.009 -0.051 0.073
Cl -0.942 2.561 -3.739 0.057 -0.173 -0.121
C -1.122 3.801 -2.555 -0.055 0.237 0.337
C -1.334 5.101 -2.971 0.057 -0.152 -0.025
C -1.519 6.113 -2.036 -0.017 -0.151 0.074
C -1.530 5.810 -0.675 0.065 0.007 0.097
C -1.303 4.526 -0.249 0.050 -0.063 -0.110
C -1.066 3.461 -1.165 -0.237 0.583 -0.419
C -0.818 2.182 -0.706 0.252 -0.457 0.190
H -1.363 5.324 -4.027 0.024 -0.028 -0.054
H -1.665 7.132 -2.358 -0.057 0.067 -0.108
H -1.715 6.594 0.043 0.021 0.038 0.080
H -1.299 4.288 0.803 -0.031 0.029 0.183
H -0.609 1.379 -1.405 -0.038 0.076 -0.181
H -0.789 1.979 0.358 -0.007 0.100 0.094
```
Positions in Å, forces in eV/Å.

Summary:
⟨S²⟩: 8.800
HOMO-LUMO gap (spin up / spin down): 6.509 / 6.666 eV
Net charge: +2
2S+1: 6
LUMO energy (spin up / spin down): -6.07 / -7.35 eV

No. 3
A cluster of 2 separate species, C5H10NO in total at a distorted geometry. Source: OMol25; level of theory: wB97M-V/def2-TZVPD.

Geometry as XYZ:
```
17
Properties=species:S:1:pos:R:3:forces:R:3
C -3.812 0.415 0.194 -0.451 -1.734 -0.450
C -2.546 0.164 0.200 1.789 0.156 -0.882
C 1.921 1.281 -0.438 -1.373 0.699 -2.258
C -1.243 0.017 0.160 -0.648 1.712 1.327
C 2.381 0.348 0.352 0.432 1.651 0.354
N 2.050 -1.057 0.154 -1.660 0.786 -1.075
O -0.514 -0.813 -0.688 -0.379 -2.015 -0.237
H -4.348 -0.339 0.773 -0.645 0.725 0.132
H 1.130 0.954 -1.170 1.142 0.692 0.273
H 2.250 2.360 -0.489 -0.569 -1.484 0.621
H -4.285 0.946 -0.633 0.028 0.314 0.626
H -0.641 0.693 0.797 -0.093 -0.695 -0.548
H 2.903 0.717 1.220 0.748 -1.043 0.269
H 1.048 -1.065 -0.487 1.825 -0.111 1.668
H 1.826 -1.388 1.089 0.089 -0.925 -0.143
H 2.859 -1.538 -0.282 -0.744 -0.023 0.452
H -0.978 -1.695 -0.753 0.509 1.296 -0.129
```
Positions in Å, forces in eV/Å.

Summary:
HOMO-LUMO gap: 9.665 eV
Net charge: +1
LUMO energy: -3.39 eV

No. 4
The molecule CH5N3O at a distorted geometry. Source: OMol25; level of theory: wB97M-V/def2-TZVPD.

Geometry as XYZ:
```
10
Properties=species:S:1:pos:R:3:forces:R:3
C -0.134 1.013 0.191 -0.439 -3.200 -0.215
N 1.013 0.201 -0.321 0.682 -0.422 0.374
N -1.168 0.317 -0.469 -0.422 0.827 0.164
N 0.986 -1.037 -0.052 1.972 -2.213 -0.105
O -1.128 -0.939 0.121 -0.620 0.543 0.458
H -0.044 0.964 1.245 -0.268 -0.613 1.500
H 0.029 1.982 -0.028 -0.127 3.246 -1.528
H 1.393 0.351 -1.258 -0.750 0.295 0.130
H 0.802 -1.342 0.915 -0.066 1.281 -0.302
H -1.749 -1.510 -0.344 0.040 0.257 -0.476
```
Positions in Å, forces in eV/Å.

Summary:
HOMO-LUMO gap (spin up / spin down): 9.018 / 8.047 eV
Net charge: 0
LUMO energy (spin up / spin down): 0.92 / 0.59 eV

Question: net charge of number 3 (C5H10NO)?
Answer: +1

Question: Which value of net charge does entry 2 give?
Answer: +2

Question: Which value of net charge does entry 3 give?
Answer: +1